(1)
Molecular formula: C13H30BCl2FNO2P
Method: DFT, wB97M-V/def2-TZVPD

total charge: 0
gap between HOMO and LUMO: 8.877 eV
LUMO energy: 0.322 eV
HOMO level: -8.6 eV

```
51
C13H30BCl2FNO2P, DFT wB97M-V/def2-TZVPD
C -3.233 -1.215 2.701
O -3.151 -0.455 1.509
C -2.849 -1.268 0.387
C -1.379 -1.781 0.353
C -0.382 -0.751 -0.290
C 0.020 0.387 0.695
C 1.230 1.167 0.071
C 0.831 1.871 -1.255
C 1.970 2.695 -1.936
C 3.350 1.971 -2.026
C 3.605 1.273 -3.407
C 3.033 -0.174 -3.519
P 3.421 -1.275 -2.058
F 2.327 -2.539 -2.215
B 5.129 -2.100 -2.234
N 5.388 -3.479 -1.717
O 6.230 -1.426 -2.839
H -3.398 -0.499 3.529
H -2.309 -1.785 2.925
H -4.091 -1.925 2.708
H -2.982 -0.625 -0.506
H -3.568 -2.108 0.264
H -0.977 -2.078 1.337
H -1.354 -2.683 -0.296
H 0.524 -1.314 -0.590
H -0.870 -0.375 -1.212
H -0.850 1.052 0.845
H 0.361 0.007 1.676
H 2.027 0.413 -0.096
H 1.587 1.928 0.790
H 0.032 2.601 -0.990
H 0.377 1.201 -2.007
H 1.636 2.888 -2.980
H 2.095 3.704 -1.493
H 4.126 2.766 -1.948
H 3.556 1.304 -1.166
H 3.056 1.882 -4.157
H 4.672 1.364 -3.673
H 3.512 -0.638 -4.408
H 1.943 -0.175 -3.694
H 5.318 -3.490 -0.699
H 4.642 -4.108 -2.014
H 6.649 -0.893 -2.158
Cl -7.405 -0.715 4.286
C -7.127 0.922 4.930
C -5.787 1.480 4.508
Cl -4.431 0.615 5.272
H -7.218 0.879 6.013
H -7.925 1.555 4.543
H -5.709 2.523 4.813
H -5.654 1.427 3.429
```

=====

(2)
Molecular formula: C13H30F4NOSi2
Method: DFT, wB97M-V/def2-TZVPD

total charge: +1
gap between HOMO and LUMO: 9.014 eV
LUMO energy: -3.201 eV
HOMO level: -12.2 eV

```
51
C13H30F4NOSi2, DFT wB97M-V/def2-TZVPD
F -2.190 1.720 -5.334
C -2.603 0.516 -5.950
F -1.560 -0.119 -6.634
C -3.381 -0.443 -4.966
F -3.962 -1.443 -5.778
F -4.472 0.247 -4.397
C -2.496 -1.202 -3.899
C -3.368 -1.450 -2.554
C -3.312 -0.228 -1.537
N -1.856 0.065 -1.242
C -1.327 0.734 -2.496
C -1.123 -0.481 -3.535
H -3.340 0.836 -6.755
H -2.258 -2.244 -4.285
H -4.432 -1.766 -2.801
H -2.869 -2.337 -2.035
H -3.858 0.695 -1.900
H -3.784 -0.534 -0.554
H -1.744 0.745 -0.474
H -1.330 -0.800 -1.030
H -2.050 1.509 -2.872
H -0.283 1.136 -2.308
H -0.506 -1.250 -2.954
H -0.489 -0.183 -4.416
O 1.911 -0.503 2.843
Si 2.526 0.174 1.455
C 4.333 0.618 1.686
C 1.578 1.734 1.008
C 2.395 -1.019 0.012
Si 1.675 -0.110 4.448
C 0.873 -1.526 5.376
C 0.558 1.392 4.594
C 3.313 0.278 5.276
H 4.445 1.397 2.443
H 4.762 0.986 0.751
H 4.904 -0.256 2.008
H 0.507 1.523 0.923
H 1.927 2.136 0.053
H 1.715 2.503 1.771
H 1.352 -1.288 -0.180
H 2.956 -1.934 0.211
H 2.801 -0.561 -0.894
H -0.102 -1.771 4.947
H 0.725 -1.255 6.424
H 1.500 -2.420 5.339
H 1.040 2.277 4.167
H 0.336 1.604 5.642
H -0.385 1.227 4.068
H 3.767 1.171 4.839
H 4.010 -0.554 5.157
H 3.170 0.457 6.344
```

=====

(3)
Molecular formula: C13H30N6OSSi2
Method: DFT, wB97M-V/def2-TZVPD

total charge: 0
gap between HOMO and LUMO: 4.062 eV
LUMO energy: -1.710 eV
HOMO level: -5.8 eV

```
53
C13H30N6OSSi2, DFT wB97M-V/def2-TZVPD
C 5.500 0.964 3.295
C 5.654 0.167 1.977
C 4.402 -0.625 1.639
O 3.294 0.250 1.786
C 2.114 -0.266 1.251
N 1.015 0.183 2.092
N 0.163 -0.682 2.699
C -0.711 0.033 3.396
N -0.475 1.322 3.288
C 0.574 1.400 2.455
N 1.068 2.571 2.065
N 2.125 2.705 1.140
C 2.752 3.773 1.204
S 3.816 4.885 1.140
H 5.505 2.033 3.124
H 6.345 0.722 3.934
H 4.598 0.701 3.837
H 6.497 -0.510 2.047
H 5.794 0.897 1.186
H 4.504 -0.989 0.615
H 4.310 -1.484 2.309
H 2.145 -1.353 1.345
H 1.949 -0.022 0.205
H 0.181 -1.686 2.621
H -1.503 -0.427 3.955
H 0.634 3.399 2.437
C -3.584 -0.967 1.006
Si -2.968 -0.331 -0.674
C -1.191 0.262 -0.366
C -4.010 1.190 -1.091
N -3.067 -1.565 -1.790
Si -2.597 -1.455 -3.404
C -0.749 -1.077 -3.633
C -3.567 -0.169 -4.397
C -2.905 -3.122 -4.241
H -3.522 -0.182 1.774
H -4.623 -1.287 0.933
H -2.980 -1.819 1.337
H -1.159 0.893 0.538
H -0.800 0.856 -1.194
H -0.533 -0.599 -0.209
H -5.021 0.890 -1.369
H -3.578 1.762 -1.915
H -4.085 1.869 -0.231
H -0.516 -0.038 -3.384
H -0.444 -1.236 -4.674
H -0.144 -1.732 -3.001
H -4.638 -0.284 -4.226
H -3.383 -0.286 -5.472
H -3.280 0.851 -4.131
H -3.964 -3.382 -4.189
H -2.331 -3.908 -3.747
H -2.611 -3.094 -5.296
```

=====

(4)
Molecular formula: C13H31ClN6O4P
Method: DFT, wB97M-V/def2-TZVPD

total charge: +1
gap between HOMO and LUMO: 5.957 eV
LUMO energy: -5.185 eV
HOMO level: -11.1 eV

```
56
C13H31ClN6O4P, DFT wB97M-V/def2-TZVPD
N 3.993 1.277 0.914
C 2.648 1.063 1.212
N 1.642 2.204 1.083
C 0.317 1.724 0.525
C -0.258 0.387 1.297
C 0.855 -0.394 2.223
N 2.275 -0.317 1.708
P 2.667 -1.608 0.544
O 1.506 -1.734 -0.748
Cl 2.461 -3.458 1.626
H 4.414 1.174 -0.037
H 4.637 1.549 1.715
H 2.033 3.014 0.554
H -0.488 2.573 0.682
H 0.366 1.481 -0.619
H -0.799 -0.383 0.563
H -1.118 0.746 2.042
H 0.561 -1.511 2.442
H 0.862 0.147 3.288
H 0.959 -0.898 -0.859
C 2.399 -3.461 -3.042
C 3.686 -3.781 -3.753
O 4.736 -3.979 -3.151
N 3.658 -3.846 -5.116
C 2.528 -3.644 -5.994
H 2.571 -3.443 -1.962
H 2.036 -2.478 -3.351
H 1.652 -4.229 -3.259
H 4.557 -4.065 -5.529
H 2.384 -4.557 -6.576
H 2.765 -2.818 -6.667
H 1.612 -3.415 -5.446
C -2.698 5.857 2.305
C -1.619 4.880 1.926
O -1.717 4.140 0.952
N -0.502 4.833 2.710
C -0.207 5.616 3.887
H -3.525 5.785 1.594
H -3.079 5.625 3.303
H -2.305 6.877 2.275
H 0.182 4.153 2.398
H 0.714 6.173 3.701
H -0.054 4.930 4.722
H -1.009 6.314 4.133
C -3.971 -3.161 1.299
C -3.621 -1.781 0.812
O -3.150 -0.925 1.552
N -3.845 -1.498 -0.505
C -4.389 -2.367 -1.522
H -3.740 -3.243 2.365
H -5.040 -3.345 1.162
H -3.384 -3.908 0.759
H -3.588 -0.553 -0.764
H -3.648 -2.460 -2.320
H -5.293 -1.901 -1.919
H -4.631 -3.358 -1.136
```

=====

(5)
Molecular formula: C13H31N2O8P
Method: DFT, wB97M-V/def2-TZVPD

total charge: 0
gap between HOMO and LUMO: 9.108 eV
LUMO energy: 0.703 eV
HOMO level: -8.4 eV

```
55
C13H31N2O8P, DFT wB97M-V/def2-TZVPD
C -1.362 -1.679 -1.359
C 0.115 -1.662 -1.788
C 1.134 -1.455 -0.672
O 0.935 -0.154 -0.130
C 2.059 0.460 0.506
C 1.917 1.953 0.364
N 0.806 2.431 1.184
P 1.054 -2.802 0.634
N 2.614 -2.605 1.359
O 0.092 -1.986 1.691
H -1.479 -1.756 -0.278
H -1.894 -2.524 -1.796
H -1.872 -0.769 -1.673
H 0.281 -0.864 -2.515
H 0.375 -2.599 -2.288
H 2.144 -1.521 -1.099
H 2.983 0.090 0.053
H 2.084 0.197 1.568
H 1.802 2.194 -0.701
H 2.843 2.419 0.708
H 0.592 3.394 0.952
H -0.025 1.894 0.960
H 2.563 -2.150 2.264
H 3.078 -3.497 1.472
H 0.118 -1.028 1.506
C 0.601 8.086 -1.080
C 1.655 7.424 -0.224
O 1.864 6.049 -0.610
C 2.643 5.870 -1.677
O 3.200 6.732 -2.307
O 2.714 4.562 -1.922
C 3.513 4.204 -3.055
H -0.330 7.519 -1.047
H 0.404 9.091 -0.704
H 0.936 8.166 -2.113
H 1.343 7.358 0.816
H 2.606 7.952 -0.280
H 4.504 4.648 -2.978
H 3.039 4.542 -3.975
H 3.573 3.121 -3.034
C -2.891 -3.462 2.641
C -4.239 -3.749 2.022
O -4.124 -4.659 0.906
C -4.010 -5.944 1.228
O -4.043 -6.409 2.339
O -3.856 -6.645 0.102
C -3.722 -8.056 0.299
H -2.188 -3.102 1.890
H -2.994 -2.693 3.408
H -2.480 -4.357 3.107
H -4.674 -2.854 1.581
H -4.938 -4.167 2.745
H -4.558 -8.443 0.878
H -2.793 -8.280 0.821
H -3.712 -8.485 -0.698
```

=====

(6)
Molecular formula: C13H32CaCdF4N5O6PS
Method: DFT, wB97M-V/def2-TZVPD

total charge: +1
gap between HOMO and LUMO (spin up / spin down): 3.737 / 5.161 eV
LUMO energy (spin up / spin down): -4.989 / -5.065 eV
HOMO level (spin up / spin down): -8.7 / -10.2 eV
multiplicity: 2

```
64
C13H32CaCdF4N5O6PS, DFT wB97M-V/def2-TZVPD
Cd 12.232 -8.164 -9.703
Ca 8.324 -6.741 -11.037
F 10.346 -7.048 -9.895
C 10.747 -10.739 -13.214
F 11.764 -10.868 -14.162
F 9.637 -11.025 -13.758
F 11.020 -11.579 -12.218
S 10.743 -8.995 -12.488
O 11.349 -8.046 -13.398
O 9.357 -8.548 -12.256
O 11.581 -9.131 -11.279
C 9.807 -2.224 -9.975
O 8.819 -2.614 -9.328
N 11.035 -2.852 -9.982
C 11.272 -4.114 -9.177
C 12.269 -2.368 -10.569
H 9.864 -1.279 -10.537
H 10.353 -4.701 -9.171
H 11.398 -4.027 -8.098
H 12.075 -4.724 -9.591
H 12.191 -1.332 -10.900
H 13.082 -2.426 -9.845
H 12.631 -3.031 -11.355
C 13.333 -5.881 -11.547
O 13.217 -6.607 -10.559
N 14.477 -5.716 -12.246
C 14.575 -5.126 -13.560
C 15.824 -6.026 -11.664
H 12.460 -5.392 -12.008
H 13.658 -4.682 -13.946
H 14.746 -5.774 -14.419
H 15.400 -4.417 -13.636
H 16.329 -6.887 -12.103
H 16.515 -5.207 -11.860
H 15.918 -6.308 -10.616
O 6.742 -3.970 -7.354
P 7.248 -4.323 -5.951
N 7.403 -2.926 -5.002
C 6.488 -2.409 -3.984
C 8.287 -1.906 -5.623
N 8.814 -5.073 -6.087
C 9.110 -6.216 -6.926
C 9.928 -4.700 -5.193
N 6.163 -5.397 -5.039
C 6.525 -5.924 -3.633
C 5.101 -6.093 -5.774
H 7.036 -1.665 -3.407
H 6.095 -3.160 -3.298
H 5.697 -1.884 -4.521
H 7.594 -1.082 -5.795
H 8.659 -2.177 -6.612
H 9.091 -1.684 -4.921
H 8.375 -6.335 -7.721
H 10.104 -6.262 -7.371
H 9.016 -7.135 -6.347
H 10.342 -5.619 -4.779
H 10.726 -4.557 -5.922
H 9.752 -3.907 -4.467
H 5.666 -6.198 -3.021
H 7.087 -6.850 -3.753
H 7.112 -5.203 -3.062
H 5.168 -7.143 -6.059
H 5.088 -5.664 -6.776
H 4.168 -6.030 -5.214
```

=====

Which formula does entry 4 have?
C13H31ClN6O4P

=====

Which formula does entry 2 have?
C13H30F4NOSi2